--- i ---
The following is a quantum chemistry calculation of a cluster of 2 separate species, C3H7O3 in total, from OMol25.

The geometry in XYZ format:
```
13
Properties=species:S:1:pos:R:3:nbo_charge:R:1
C -0.859 0.858 -0.190 -0.049
O -0.550 0.135 -1.348 -0.797
C -1.672 -0.013 0.768 -0.635
H -1.444 1.751 -0.465 0.121
H 0.069 1.195 0.285 0.172
H -2.041 0.527 1.641 0.176
H -1.031 -0.851 1.037 0.234
H -2.529 -0.396 0.208 0.185
O 1.701 -0.964 0.878 -0.759
C 2.399 -0.753 -0.118 0.638
O 2.063 -0.298 -1.245 -0.800
H 3.461 -1.116 -0.075 0.000
H 0.432 -0.075 -1.376 0.514
```

Properties
Spin multiplicity   1
Charge   -1
HOMO energy   -4.62 eV
LUMO   4.391 eV
Orbital gap   0.3310 Ha



--- ii ---
The following is a quantum chemistry calculation of a cluster of 2 separate species, C3H7O3 in total, from OMol25.

The geometry in XYZ format:
```
13
Properties=species:S:1:pos:R:3:nbo_charge:R:1
C 0.123 1.594 -1.460 -0.250
O 0.417 1.922 -0.155 -0.813
H 0.935 1.137 0.279 0.520
H 0.448 2.406 -2.072 0.150
H -1.007 1.637 -1.297 0.140
H 0.363 0.597 -1.624 0.195
C -0.784 -1.162 1.318 -0.794
C 0.592 -1.519 0.503 0.793
O 1.327 -0.464 0.427 -0.843
O 0.834 -2.634 0.000 -0.750
H -0.785 -1.898 2.176 0.220
H -1.673 -1.577 0.655 0.188
H -0.789 -0.040 1.248 0.245
```

Properties
Spin multiplicity   1
Charge   -1
HOMO energy   -4.51 eV
LUMO   4.197 eV
Orbital gap   0.3198 Ha



The structure with the greatest stability is i.



--- i ---
The following is a quantum chemistry calculation of a cluster of 2 separate species, C3H7O3 in total, from OMol25.

The geometry in XYZ format:
```
13
Properties=species:S:1:pos:R:3:nbo_charge:R:1
C -1.673 1.994 0.777 -0.749
C -0.982 1.299 -0.466 0.775
O -1.313 1.773 -1.571 -0.784
O -0.241 0.313 -0.229 -0.822
H -0.847 2.469 1.322 0.192
H -2.219 1.312 1.413 0.194
H -2.283 2.791 0.358 0.200
C 1.201 -2.358 0.333 -0.252
O 2.594 -2.446 0.667 -0.766
H 3.049 -1.583 0.670 0.467
H 1.076 -1.531 -0.361 0.231
H 0.595 -2.112 1.209 0.162
H 0.907 -3.331 -0.029 0.153
```

Properties
Spin multiplicity   1
Charge   -1
HOMO energy   -4.02 eV
LUMO   3.799 eV
Orbital gap   0.2874 Ha



--- ii ---
The following is a quantum chemistry calculation of a cluster of 2 separate species, C3H7O3 in total, from OMol25.

The geometry in XYZ format:
```
13
Properties=species:S:1:pos:R:3:nbo_charge:R:1
C -1.455 1.500 -1.502 -0.757
C 0.003 0.801 -1.316 0.788
O 0.405 0.755 -0.128 -0.821
O 0.530 0.336 -2.328 -0.771
H -2.095 1.379 -0.607 0.187
H -2.017 1.015 -2.304 0.189
H -1.224 2.521 -1.728 0.197
C 1.338 -1.597 1.529 -0.270
O 0.252 -1.035 2.299 -0.773
H -0.442 -0.675 1.747 0.481
H 1.640 -0.766 0.866 0.244
H 2.084 -1.700 2.332 0.150
H 0.981 -2.534 1.141 0.154
```

Properties
Spin multiplicity   1
Charge   -1
HOMO energy   -4.12 eV
LUMO   4.165 eV
Orbital gap   0.3044 Ha



--- iii ---
The following is a quantum chemistry calculation of a cluster of 2 separate species, C3H7O3 in total, from OMol25.

The geometry in XYZ format:
```
13
Properties=species:S:1:pos:R:3:nbo_charge:R:1
O 1.297 0.130 -0.741 -0.823
C 2.471 -0.087 -0.357 0.667
O 2.940 -0.305 0.799 -0.767
H 3.337 0.055 -1.164 -0.020
H -0.141 0.071 -1.489 0.519
C -1.542 0.383 -0.257 -0.056
O -1.132 0.098 -1.510 -0.780
C -1.004 -0.423 0.975 -0.658
H -1.049 1.329 -0.131 0.160
H -2.628 0.215 -0.124 0.143
H -1.457 0.161 1.790 0.174
H -1.220 -1.458 1.068 0.185
H 0.129 -0.169 1.140 0.257
```

Properties
Spin multiplicity   1
Charge   -1
HOMO energy   -4.45 eV
LUMO   4.246 eV
Orbital gap   0.3195 Ha



The structure with the greatest stability is i.



--- i ---
The following is a quantum chemistry calculation of a cluster of 2 separate species, C3H7O3 in total, from OMol25.

The geometry in XYZ format:
```
13
Properties=species:S:1:pos:R:3:nbo_charge:R:1
O 2.298 0.348 -1.169 -0.838
C 2.602 0.293 0.057 0.630
O 2.900 -0.685 0.741 -0.750
H 2.590 1.289 0.584 -0.013
H 0.706 -0.796 -0.943 0.513
C -1.087 -0.180 -0.590 -0.065
O -0.042 -1.122 -0.410 -0.751
C -1.722 0.136 0.740 -0.621
H -0.667 0.715 -1.052 0.172
H -1.832 -0.597 -1.266 0.131
H -2.699 0.624 0.626 0.181
H -1.927 -0.780 1.284 0.203
H -1.120 0.755 1.398 0.207
```

Properties
Spin multiplicity   1
Charge   -1
HOMO energy   -4.18 eV
LUMO   4.008 eV
Orbital gap   0.3009 Ha



--- ii ---
The following is a quantum chemistry calculation of a cluster of 2 separate species, C3H7O3 in total, from OMol25.

The geometry in XYZ format:
```
13
Properties=species:S:1:pos:R:3:nbo_charge:R:1
C -1.087 0.589 2.127 -0.741
C 0.113 -0.081 1.411 0.756
O 0.956 0.708 0.909 -0.807
O -0.019 -1.304 1.183 -0.783
H -0.788 0.958 3.126 0.196
H -1.967 -0.031 2.042 0.200
H -1.368 1.544 1.670 0.194
C -0.059 -0.391 -1.968 -0.269
O 0.321 0.344 -3.133 -0.759
H 1.035 0.918 -2.917 0.461
H 0.394 -1.387 -1.995 0.159
H 0.266 0.110 -1.057 0.236
H -1.148 -0.415 -1.911 0.156
```

Properties
Spin multiplicity   1
Charge   -1
HOMO energy   -4.11 eV
LUMO   3.946 eV
Orbital gap   0.2960 Ha



The structure with the greatest stability is i.



--- i ---
The following is a quantum chemistry calculation of a cluster of 2 separate species, C3H7O3 in total, from OMol25.

The geometry in XYZ format:
```
13
Properties=species:S:1:pos:R:3:nbo_charge:R:1
O 0.443 -0.174 -1.877 -0.829
C 1.549 0.222 -2.343 0.629
O 2.534 -0.441 -2.675 -0.755
H 1.661 1.333 -2.444 0.000
H 0.700 0.235 -0.164 0.508
C -0.268 0.122 1.535 -0.046
O 0.641 0.763 0.665 -0.764
C -1.496 -0.450 0.851 -0.634
H 0.271 -0.645 2.095 0.135
H -0.605 0.890 2.242 0.144
H -2.148 0.341 0.500 0.200
H -1.266 -1.119 0.025 0.233
H -2.017 -1.076 1.590 0.180
```

Properties
Spin multiplicity   1
Charge   -1
HOMO energy   -4.31 eV
LUMO   4.000 eV
Orbital gap   0.3055 Ha



--- ii ---
The following is a quantum chemistry calculation of a cluster of 2 separate species, C3H7O3 in total, from OMol25.

The geometry in XYZ format:
```
13
Properties=species:S:1:pos:R:3:nbo_charge:R:1
C 1.854 0.012 1.473 -0.728
C 1.241 0.548 0.154 0.777
O 0.696 -0.263 -0.641 -0.816
O 1.466 1.696 -0.251 -0.742
H 1.988 0.770 2.207 0.202
H 2.790 -0.416 1.129 0.212
H 1.364 -0.871 1.867 0.205
C -2.265 -0.006 -1.016 -0.265
O -1.636 -1.267 -0.874 -0.849
H -0.502 -1.061 -0.863 0.523
H -3.327 -0.174 -0.684 0.156
H -1.672 0.815 -0.387 0.164
H -1.999 0.217 -2.113 0.160
```

Properties
Spin multiplicity   1
Charge   -1
HOMO energy   -4.35 eV
LUMO   4.239 eV
Orbital gap   0.3156 Ha



--- iii ---
The following is a quantum chemistry calculation of a cluster of 2 separate species, C3H7O3 in total, from OMol25.

The geometry in XYZ format:
```
13
Properties=species:S:1:pos:R:3:nbo_charge:R:1
C 0.520 -1.233 -2.342 -0.750
C 0.512 -0.447 -0.976 0.777
O -0.170 -1.004 -0.078 -0.828
O 1.163 0.608 -0.960 -0.775
H 0.684 -2.300 -2.120 0.197
H 1.197 -0.789 -3.047 0.194
H -0.500 -1.280 -2.719 0.195
C -0.896 1.405 1.639 -0.237
O -1.053 0.391 2.610 -0.756
H -1.196 -0.426 2.094 0.493
H 0.111 1.842 1.676 0.166
H -1.171 1.077 0.645 0.205
H -1.539 2.290 1.854 0.118
```

Properties
Spin multiplicity   1
Charge   -1
HOMO energy   -4.14 eV
LUMO   4.220 eV
Orbital gap   0.3073 Ha



The structure with the greatest stability is i.



--- i ---
The following is a quantum chemistry calculation of a cluster of 7 separate species, H14O7 in total, from OMol25.

The geometry in XYZ format:
```
21
Properties=species:S:1:pos:R:3:nbo_charge:R:1
O 14.004 28.911 21.951 -0.811
H 13.089 28.550 21.683 0.576
H 14.191 28.396 22.710 0.571
H 13.982 29.906 21.840 0.575
O 12.201 27.266 20.798 -1.276
H 12.553 27.502 19.950 0.473
O 10.434 25.553 19.931 -0.982
H 11.026 26.207 20.231 0.480
H 10.323 24.785 20.583 0.472
O 10.898 28.442 23.035 -0.979
H 11.250 27.943 22.225 0.485
H 10.114 28.811 22.526 0.477
O 12.232 25.390 22.809 -0.976
H 12.717 24.663 22.419 0.459
H 12.086 26.106 22.144 0.498
O 14.039 25.217 20.224 -0.929
H 13.239 25.674 20.283 0.474
H 13.655 24.461 20.573 0.445
O 10.123 28.819 19.642 -0.965
H 10.839 28.235 20.068 0.488
H 10.379 29.773 19.955 0.446
```

Properties
Spin multiplicity   1
HOMO energy   -10.29 eV
LUMO   -1.301 eV
Orbital gap   0.3303 Ha



--- ii ---
The following is a quantum chemistry calculation of a cluster of 7 separate species, H14O7 in total, from OMol25.

The geometry in XYZ format:
```
21
Properties=species:S:1:pos:R:3:nbo_charge:R:1
O -0.079 -0.431 -0.153 -1.026
H -0.443 0.321 0.384 0.515
H 0.541 -0.012 -0.796 0.517
O -3.677 0.896 -0.083 -0.988
H -4.046 1.655 -0.649 0.482
H -3.329 0.205 -0.765 0.521
O -2.358 -1.137 -1.381 -0.985
H -1.499 -0.813 -0.981 0.504
H -2.472 -1.956 -0.858 0.475
O 1.646 -1.391 1.631 -1.000
H 0.924 -1.268 0.887 0.509
H 2.015 -2.296 1.321 0.464
O -1.437 1.584 0.987 -0.988
H -1.450 1.503 1.925 0.474
H -2.338 1.371 0.656 0.504
O 3.750 0.064 0.452 -1.001
H 4.631 -0.572 0.648 0.486
H 3.024 -0.302 0.980 0.512
O 1.903 0.584 -1.513 -0.973
H 2.740 0.444 -1.016 0.516
H 1.955 1.550 -1.677 0.481
```

Properties
Spin multiplicity   1
HOMO energy   -11.13 eV
LUMO   0.582 eV
Orbital gap   0.4305 Ha



--- iii ---
The following is a quantum chemistry calculation of a cluster of 7 separate species, H14O7 in total, from OMol25.

The geometry in XYZ format:
```
21
Properties=species:S:1:pos:R:3:nbo_charge:R:1
O 22.269 29.328 3.547 -0.945
H 22.595 29.215 2.654 0.470
H 22.341 28.459 3.941 0.475
O 24.206 25.859 2.911 -0.944
H 24.567 25.516 2.094 0.468
H 23.367 25.410 3.011 0.475
O 20.186 24.672 2.945 -0.951
H 19.522 25.229 3.352 0.480
H 19.775 24.359 2.139 0.471
O 20.896 26.764 8.059 -0.937
H 20.391 27.227 7.390 0.471
H 20.880 27.347 8.818 0.465
O 21.974 20.267 2.452 -0.937
H 21.778 19.804 3.266 0.467
H 21.698 21.169 2.617 0.470
O 18.874 23.215 -1.343 -0.936
H 18.292 23.778 -1.854 0.468
H 18.298 22.540 -0.982 0.468
O 18.536 27.743 4.645 -0.948
H 17.730 28.044 5.065 0.471
H 18.777 28.454 4.051 0.477
```

Properties
Spin multiplicity   1
HOMO energy   -11.40 eV
LUMO   0.311 eV
Orbital gap   0.4305 Ha



--- iv ---
The following is a quantum chemistry calculation of a cluster of 7 separate species, H14O7 in total, from OMol25.

The geometry in XYZ format:
```
21
Properties=species:S:1:pos:R:3:nbo_charge:R:1
O 2.026 -0.016 1.712 -0.987
H 2.586 -0.465 1.027 0.459
H 1.126 -0.247 1.389 0.473
O -0.386 -0.172 0.681 -0.979
H -0.530 0.743 0.782 0.512
H -0.141 -0.126 -0.240 0.492
O 0.027 2.345 -0.395 -0.954
H -0.744 2.857 -0.626 0.473
H 0.091 1.749 -1.135 0.481
O 0.864 0.139 -1.860 -0.994
H 1.718 -0.279 -1.633 0.510
H 0.520 -0.305 -2.632 0.479
O -1.879 -2.103 2.168 -0.961
H -1.358 -1.553 1.574 0.494
H -2.325 -2.736 1.679 0.454
O 2.819 -1.102 -0.624 -0.949
H 2.220 -1.801 -0.324 0.493
H 3.625 -1.614 -0.960 0.502
O -3.102 1.723 -0.268 -0.955
H -3.341 0.768 -0.379 0.483
H -3.816 2.195 0.064 0.473
```

Properties
Spin multiplicity   1
HOMO energy   -9.90 eV
LUMO   -0.096 eV
Orbital gap   0.3602 Ha



The structure with the greatest stability is ii.



--- i ---
The following is a quantum chemistry calculation of a cluster of 7 separate species, H14O7 in total, from OMol25.

The geometry in XYZ format:
```
21
Properties=species:S:1:pos:R:3:nbo_charge:R:1
O -0.286 0.429 -0.427 -0.913
H 0.208 0.450 0.411 0.457
H -0.825 -0.287 -0.249 0.455
O 2.795 -0.459 -0.203 -0.924
H 2.404 -0.042 -1.003 0.467
H 2.009 -0.653 0.194 0.455
O 0.371 0.858 -4.287 -0.920
H 1.196 0.614 -4.648 0.460
H 0.130 1.550 -4.824 0.460
O 0.887 -2.123 1.758 -0.958
H 0.426 -2.735 1.229 0.480
H 0.305 -1.357 2.064 0.470
O -0.735 -2.898 -0.317 -0.926
H -0.683 -2.352 -1.023 0.469
H 0.130 -3.352 -0.375 0.468
O 1.649 1.866 3.324 -0.943
H 1.854 1.034 3.051 0.467
H 0.943 1.896 4.008 0.477
O -4.642 2.416 0.150 -0.929
H -4.218 2.943 0.924 0.466
H -4.191 1.576 0.258 0.463
```

Properties
Spin multiplicity   1
HOMO energy   -11.42 eV
LUMO   -0.092 eV
Orbital gap   0.4163 Ha



--- ii ---
The following is a quantum chemistry calculation of a cluster of 7 separate species, H14O7 in total, from OMol25.

The geometry in XYZ format:
```
21
Properties=species:S:1:pos:R:3:nbo_charge:R:1
O 5.125 11.814 15.016 -0.956
H 5.548 10.967 15.159 0.480
H 5.850 12.421 14.866 0.459
O 6.473 9.501 15.714 -0.972
H 6.067 9.093 14.949 0.492
H 7.385 9.211 15.685 0.486
O 4.020 6.932 12.589 -0.946
H 3.505 6.470 13.251 0.475
H 4.568 7.536 13.089 0.467
O 8.972 6.461 16.386 -0.941
H 8.871 7.410 16.454 0.476
H 8.101 6.144 16.146 0.464
O 9.923 9.417 15.887 -0.959
H 10.406 9.136 15.109 0.478
H 10.586 9.813 16.451 0.484
O 6.034 8.820 13.093 -0.973
H 6.841 9.281 12.865 0.493
H 5.714 8.471 12.261 0.495
O 5.444 9.810 18.774 -0.940
H 4.876 9.276 19.329 0.461
H 5.384 9.404 17.909 0.478
```

Properties
Spin multiplicity   1
HOMO energy   -10.72 eV
LUMO   -0.049 eV
Orbital gap   0.3923 Ha



--- iii ---
The following is a quantum chemistry calculation of a cluster of 7 separate species, H14O7 in total, from OMol25.

The geometry in XYZ format:
```
21
Properties=species:S:1:pos:R:3:nbo_charge:R:1
O -0.629 -1.020 0.036 -0.943
H 0.298 -1.259 -0.076 0.476
H -0.637 -0.062 -0.069 0.465
O -2.214 3.015 -0.023 -0.937
H -2.308 2.401 0.714 0.465
H -3.063 2.969 -0.477 0.472
O -1.425 0.951 -2.708 -0.933
H -0.521 1.246 -2.863 0.465
H -1.485 0.116 -3.187 0.468
O -0.281 0.654 4.487 -0.936
H -0.653 0.740 3.602 0.467
H 0.440 0.023 4.378 0.469
O -1.132 -4.005 -0.074 -0.929
H -1.803 -4.040 -0.765 0.468
H -0.682 -4.856 -0.142 0.462
O 3.075 1.811 -0.173 -0.932
H 3.015 2.557 -0.779 0.464
H 2.239 1.345 -0.290 0.468
O 2.609 -1.153 -1.164 -0.943
H 2.732 -2.095 -0.998 0.475
H 2.398 -1.106 -2.103 0.470
```

Properties
Spin multiplicity   1
HOMO energy   -11.14 eV
LUMO   0.032 eV
Orbital gap   0.4106 Ha



--- iv ---
The following is a quantum chemistry calculation of a cluster of 7 separate species, H14O7 in total, from OMol25.

The geometry in XYZ format:
```
21
Properties=species:S:1:pos:R:3:nbo_charge:R:1
O -0.173 1.101 -1.124 -0.934
H 0.272 1.070 -0.289 0.480
H -0.519 0.142 -1.074 0.445
O 1.258 2.589 0.129 -0.953
H 1.047 3.145 0.977 0.483
H 2.171 2.704 -0.083 0.478
O 3.721 -1.205 -0.578 -0.954
H 4.139 -0.526 0.088 0.476
H 3.065 -0.747 -1.126 0.478
O -1.148 -3.609 0.717 -0.953
H -0.669 -3.956 0.027 0.475
H -2.075 -3.426 0.481 0.475
O -2.397 -0.234 2.512 -0.900
H -1.765 -0.515 3.163 0.455
H -3.088 0.140 3.096 0.468
O 2.080 3.271 -3.839 -0.931
H 1.943 3.730 -4.649 0.461
H 1.602 2.376 -4.077 0.471
O -3.270 -1.688 1.947 -0.944
H -2.453 -1.829 1.464 0.482
H -3.742 -2.533 2.239 0.440
```

Properties
Spin multiplicity   1
HOMO energy   -8.26 eV
LUMO   0.339 eV
Orbital gap   0.3160 Ha



The structure with the greatest stability is ii.